[1]
33
Properties=species:S:1:pos:R:3:forces:R:3:lowdin_charge:R:1 method="wB97M-V/def2-TZVPD" multiplicity=5 s2=6.1174 de_lowest_ev=1.3799 molar_mass_g_mol=313.11 charge=+1
O 3.278 3.796 -0.225 -1.492 -1.107 -0.945 0.21
C 2.484 3.080 -0.648 5.001 5.079 1.825 -0.10
Fe 1.368 1.754 -0.832 -0.135 -2.247 -0.711 0.24
C 2.574 0.374 -0.787 1.961 -2.047 -0.492 -0.12
O 3.362 -0.424 -0.663 0.225 -0.365 0.194 0.22
C 1.388 1.412 0.905 0.736 -1.039 8.980 -0.12
O 1.609 1.205 2.067 -1.029 0.876 -5.556 0.12
C -1.020 -0.279 -1.027 0.373 0.709 -0.074 -0.19
C -1.924 0.876 -0.680 -0.562 -1.607 0.471 -0.07
C -1.531 2.126 -0.394 1.463 2.007 0.052 -0.08
C -0.338 2.830 -0.906 -3.509 1.670 0.067 -0.21
C 0.181 2.589 -2.237 -0.793 -0.382 -0.825 -0.17
C 0.389 1.260 -2.658 -0.680 1.065 -1.326 -0.14
C 0.187 0.136 -1.819 -0.608 -3.107 -0.930 -0.18
H -1.596 -1.138 -1.412 0.218 0.609 -0.654 0.15
H -2.968 0.622 -0.478 0.322 -0.073 0.184 0.12
H -2.154 2.773 0.274 0.273 -0.638 -0.824 0.14
H -0.225 3.845 -0.475 -0.156 -0.638 -0.573 0.13
H 0.568 3.421 -2.834 -0.233 -0.307 0.242 0.13
H 0.942 1.081 -3.600 -0.354 0.219 0.609 0.14
H 0.716 -0.780 -2.159 -0.295 0.692 -0.082 0.12
C -0.491 -4.140 2.336 0.459 -0.895 0.114 -0.01
C -0.425 -2.833 1.667 -0.366 1.088 -0.404 -0.25
C -0.044 -2.370 0.424 -0.567 0.008 0.490 0.05
N -0.554 -1.061 0.276 0.462 0.220 1.625 0.02
C -1.023 -0.695 1.464 -0.260 -0.815 -0.331 -0.06
N -1.030 -1.755 2.299 0.219 1.212 -0.849 0.16
H -0.184 -4.924 1.643 0.004 -0.008 0.154 0.10
H 0.136 -4.200 3.233 -0.047 0.084 -0.210 0.10
H -1.522 -4.356 2.644 0.188 0.099 -0.151 0.10
H 0.668 -2.813 -0.263 -0.661 -0.047 -0.218 0.14
H -1.310 0.318 1.673 -0.523 -0.101 0.182 0.15
H -1.513 -1.733 3.190 0.367 -0.212 -0.035 0.18


[2]
15
Properties=species:S:1:pos:R:3:forces:R:3:lowdin_charge:R:1 method="wB97M-V/def2-TZVPD" de_lowest_ev=4.4339 molar_mass_g_mol=100.12
C -1.576 0.489 0.688 0.234 -0.272 0.363 -0.14
N -0.739 -0.695 0.600 0.696 1.978 0.064 0.01
C 1.000 0.020 0.400 0.095 1.722 -2.428 -0.61
N 1.723 -1.132 0.053 -0.267 -0.489 0.276 0.10
C -1.094 0.241 -0.688 -0.166 -1.961 0.758 -0.15
C 0.233 0.756 -1.031 0.914 -0.611 1.705 -0.05
O 1.405 0.771 1.272 -0.524 -0.323 0.275 -0.01
H -0.611 -1.360 1.358 -0.902 -0.701 -0.685 0.14
H 1.495 -1.574 -0.825 0.198 0.123 0.108 0.08
H 2.703 -1.065 0.287 -0.165 -0.002 -0.107 0.09
H -2.618 0.287 0.906 -0.110 0.089 -0.090 0.11
H -1.157 1.325 1.241 0.102 0.100 -0.055 0.12
H -1.739 -0.263 -1.397 -0.142 0.166 0.027 0.13
H 0.331 1.830 -0.903 0.031 0.027 -0.226 0.10
H 0.643 0.369 -1.961 0.006 0.155 0.016 0.09


[3]
55
Properties=species:S:1:pos:R:3:forces:R:3:lowdin_charge:R:1 method="wB97M-V/def2-TZVPD" de_lowest_ev=0.1304 molar_mass_g_mol=717.40 charge=+1
Pt -1.410 0.429 -0.453 -0.075 -0.031 -0.023 1.40
C -0.189 4.502 -0.873 0.002 0.009 -0.003 0.02
C -0.854 3.190 -0.655 0.005 0.002 -0.048 -0.28
N -0.244 2.063 -0.840 0.151 -0.040 0.040 -0.16
O 1.045 2.139 -1.241 -0.208 0.207 0.053 -0.01
C -2.241 3.123 -0.203 0.004 0.021 -0.054 -0.32
C -3.094 4.311 0.068 0.005 0.007 0.013 0.00
N -2.690 1.913 -0.041 -0.036 -0.086 0.006 -0.32
O -3.869 1.602 0.300 -0.005 0.024 0.014 -0.13
H 0.736 4.387 -1.426 -0.015 0.003 -0.004 0.09
H 0.039 4.952 0.098 0.006 -0.006 0.003 0.11
H -0.861 5.178 -1.399 -0.004 0.004 0.010 0.10
H 1.489 1.212 -1.294 -0.035 -0.168 -0.020 0.04
H -2.507 5.119 0.503 -0.005 0.000 -0.002 0.09
H -3.889 4.029 0.754 0.002 0.003 0.001 0.09
H -3.560 4.684 -0.848 -0.001 -0.005 -0.001 0.10
C -5.089 -2.145 0.919 0.003 -0.008 0.009 -0.01
N -3.854 -2.868 0.611 -0.022 0.033 -0.076 -0.13
C -3.992 -4.306 0.375 0.023 -0.002 0.045 -0.01
C -2.810 -2.172 0.129 -0.018 -0.048 -0.068 -0.38
N -2.859 -0.895 -0.112 -0.014 0.130 0.112 0.00
N -1.642 -2.870 -0.084 0.015 0.021 -0.029 0.18
C -0.448 -2.396 -0.616 0.046 -0.056 0.058 -0.45
N 0.522 -3.313 -0.703 0.008 0.019 -0.102 0.22
N -0.283 -1.172 -0.989 0.608 0.327 -0.145 0.00
H -5.689 -2.766 1.578 -0.007 0.000 -0.008 0.10
H -5.665 -1.923 0.017 0.012 0.011 -0.001 0.11
H -4.868 -1.219 1.446 -0.006 -0.010 0.023 0.10
H -4.828 -4.663 0.969 -0.007 0.001 -0.014 0.10
H -3.121 -4.869 0.707 -0.005 -0.004 0.027 0.09
H -4.187 -4.524 -0.677 0.016 -0.003 -0.002 0.11
H -3.724 -0.380 0.067 -0.008 -0.019 0.024 0.05
H -1.608 -3.796 0.306 0.015 0.002 -0.018 0.14
H 0.362 -4.294 -0.566 -0.005 0.005 0.013 0.13
H 1.467 -3.002 -0.873 0.014 0.073 0.098 0.13
H 0.695 -0.924 -1.279 -0.207 -0.079 0.068 0.07
I -0.792 1.879 2.764 -0.002 0.006 -0.008 0.96
C -0.603 0.273 1.452 0.099 0.003 -0.027 -0.71
H -1.118 -0.583 1.874 -0.014 -0.001 -0.007 -0.01
H 0.445 0.068 1.238 -0.005 -0.006 0.008 -0.02
O 4.502 -1.141 1.903 -0.089 -0.046 0.038 0.07
C 5.053 -0.472 0.878 0.029 0.025 -0.053 -0.26
C 6.406 -0.140 0.967 -0.001 -0.002 0.003 -0.01
C 7.019 0.541 -0.063 0.001 0.002 -0.002 -0.07
C 6.307 0.911 -1.205 -0.005 -0.001 0.005 -0.08
C 4.971 0.591 -1.294 -0.008 0.017 0.008 -0.02
C 4.322 -0.099 -0.263 0.005 0.019 -0.001 -0.08
C 2.885 -0.423 -0.378 -0.028 0.225 -0.456 -0.53
O 2.311 -1.087 0.517 -0.206 -0.275 0.301 -0.02
O 2.242 -0.021 -1.422 -0.089 -0.308 0.178 -0.09
H 3.562 -1.296 1.657 0.064 0.015 0.011 0.07
H 6.949 -0.432 1.855 0.002 -0.003 0.000 0.12
H 8.070 0.788 0.019 0.000 -0.001 0.000 0.11
H 6.799 1.441 -2.009 -0.002 -0.001 0.002 0.10
H 4.392 0.864 -2.165 -0.004 -0.008 0.000 0.12


[4]
101
Properties=species:S:1:pos:R:3:forces:R:3:lowdin_charge:R:1 method="wB97M-V/def2-TZVPD" de_lowest_ev=0.0000 molar_mass_g_mol=1146.66 charge=-2
Na 0.154 -0.585 0.248 -0.115 0.302 -0.200 0.26
O 0.174 0.373 4.477 -0.046 -0.078 0.008 0.13
C -0.086 0.433 3.305 0.118 0.100 -0.045 -0.52
O 0.835 0.558 2.338 -0.119 0.022 0.098 -0.16
C -1.507 0.474 2.799 -0.001 -0.027 -0.068 -0.17
C -2.551 0.597 3.701 -0.050 -0.018 0.028 0.02
C -3.831 0.760 3.197 -0.029 0.006 0.022 -0.04
C -4.015 0.813 1.826 -0.028 -0.004 0.026 0.02
C -2.907 0.656 1.005 0.045 -0.095 0.015 -0.13
N -1.683 0.478 1.481 0.073 0.038 0.022 0.21
C -3.072 0.820 -0.485 -0.090 0.052 -0.049 -0.44
O -3.967 1.499 -0.924 -0.003 -0.055 -0.010 0.14
O -2.144 0.189 -1.195 0.107 0.178 0.222 0.05
H -2.334 0.577 4.759 -0.007 0.000 -0.001 0.12
H -4.675 0.868 3.867 0.005 -0.003 0.002 0.10
H -4.980 0.990 1.375 -0.001 0.000 0.003 0.12
O -0.440 -2.539 3.029 0.007 -0.079 -0.028 -0.32
Cl -0.012 -3.032 1.744 -0.040 -0.175 0.132 0.64
O 0.077 -4.466 1.749 0.014 0.105 0.046 -0.36
O -0.951 -2.598 0.725 -0.245 -0.084 -0.068 -0.37
O 1.273 -2.449 1.404 0.221 -0.031 0.015 -0.37
C 1.584 5.545 -0.102 0.049 0.016 -0.018 -0.09
O 0.679 6.528 -0.596 0.015 -0.001 0.055 -0.13
C -0.639 6.197 -0.295 0.002 0.012 0.005 -0.25
C -1.184 6.567 0.917 -0.036 -0.006 -0.024 -0.05
C -2.500 6.232 1.226 0.055 -0.017 -0.001 -0.14
C -3.238 5.514 0.291 0.013 -0.023 -0.040 -0.10
C -2.694 5.142 -0.928 -0.002 0.006 0.039 -0.02
C -1.374 5.480 -1.255 -0.049 0.072 -0.087 -0.21
N -0.775 5.151 -2.437 -0.021 -0.143 0.044 0.04
C -1.356 4.434 -3.516 0.050 0.137 -0.017 -0.11
C -1.773 3.129 -3.541 0.084 -0.120 -0.039 -0.20
C -2.415 2.526 -4.658 -0.039 -0.066 0.038 -0.13
C -2.973 1.226 -4.604 -0.008 0.053 0.016 -0.18
C -2.823 0.353 -3.578 -0.006 0.054 0.030 -0.11
C -1.868 0.746 -2.513 0.083 -0.057 0.029 -0.19
C -1.606 2.253 -2.339 -0.102 -0.003 -0.030 -0.25
O -1.242 2.646 -1.250 0.045 0.047 -0.013 0.09
H 1.463 5.440 0.981 0.049 -0.044 0.034 0.07
H 2.593 5.894 -0.321 0.001 0.004 -0.022 0.09
H 1.423 4.571 -0.575 -0.048 0.039 -0.014 0.08
H -0.557 7.110 1.616 -0.014 0.006 0.013 0.11
H -2.928 6.508 2.182 -0.004 0.012 -0.002 0.08
H -4.256 5.218 0.517 0.004 0.004 0.004 0.09
H -3.266 4.556 -1.633 -0.011 -0.001 0.007 0.11
H 0.111 5.604 -2.590 0.042 -0.058 0.026 0.12
H -1.447 5.005 -4.437 -0.091 0.045 0.008 0.09
H -2.620 3.144 -5.525 0.003 0.023 0.010 0.07
H -3.566 0.911 -5.460 0.006 -0.005 -0.011 0.08
H -3.230 -0.648 -3.571 0.044 -0.024 -0.035 0.08
H -0.863 0.341 -2.711 -0.008 -0.037 -0.017 0.16
O 1.258 -0.647 -1.681 0.095 0.009 0.018 -0.05
C 2.139 0.177 -1.342 -0.264 -0.052 -0.359 -0.62
O 2.035 1.055 -0.451 0.035 -0.220 0.008 -0.05
C 3.441 0.059 -2.105 0.143 0.086 0.195 -0.12
C 4.386 -0.874 -1.688 -0.023 -0.016 -0.042 -0.03
C 5.578 -1.026 -2.380 -0.007 0.016 -0.014 -0.10
C 5.840 -0.245 -3.500 -0.023 -0.007 0.030 -0.12
C 4.899 0.687 -3.918 -0.028 -0.002 0.014 -0.10
C 3.706 0.839 -3.223 0.031 0.038 -0.014 -0.03
H 4.171 -1.495 -0.826 0.002 0.004 0.001 0.12
H 6.300 -1.763 -2.049 0.009 0.003 -0.010 0.09
H 6.769 -0.365 -4.045 0.003 0.000 -0.002 0.09
H 5.091 1.297 -4.792 0.004 -0.001 -0.004 0.09
H 2.972 1.564 -3.554 -0.003 -0.002 0.017 0.12
Ge 1.436 2.245 1.901 0.237 -0.050 0.121 1.01
C 3.361 2.033 1.848 0.029 0.073 -0.020 -0.28
C 3.935 0.769 1.957 0.024 -0.014 -0.025 -0.08
C 5.314 0.622 1.936 -0.042 0.018 -0.004 -0.08
C 6.135 1.735 1.803 -0.018 0.020 -0.006 -0.11
C 5.572 2.999 1.704 -0.024 -0.030 0.011 -0.10
C 4.189 3.145 1.735 0.074 -0.073 0.033 -0.10
C 1.036 3.299 3.504 -0.213 0.087 -0.065 -0.28
C 1.836 3.294 4.646 -0.012 -0.001 0.008 -0.10
C 1.478 4.035 5.764 -0.012 -0.001 -0.031 -0.10
C 0.313 4.794 5.754 0.013 -0.025 -0.031 -0.11
C -0.491 4.812 4.623 0.033 -0.015 -0.017 -0.09
C -0.127 4.068 3.505 0.028 0.063 0.052 -0.11
H 0.581 2.828 0.790 0.038 -0.090 -0.062 0.03
H 3.297 -0.104 2.039 -0.007 0.000 0.000 0.11
H 5.748 -0.368 2.008 0.005 0.001 0.003 0.10
H 7.212 1.615 1.772 0.003 0.003 0.000 0.09
H 6.204 3.872 1.598 0.006 -0.002 0.001 0.09
H 3.767 4.141 1.670 -0.060 0.046 -0.022 0.09
H 2.741 2.697 4.666 -0.003 -0.009 -0.007 0.11
H 2.106 4.013 6.647 -0.005 0.011 0.008 0.09
H 0.034 5.369 6.629 0.001 0.004 0.003 0.09
H -1.398 5.404 4.601 0.002 0.006 0.011 0.09
H -0.757 4.105 2.621 -0.011 -0.015 -0.020 0.09
Br 4.486 -5.314 -2.781 0.019 -0.009 -0.007 0.69
C 3.028 -5.588 -3.957 0.041 -0.037 -0.048 -0.74
C 3.298 -6.201 -5.176 -0.002 0.021 0.036 -0.16
C 2.276 -6.421 -6.083 -0.028 0.007 0.019 -0.11
C 0.983 -6.025 -5.767 0.020 -0.009 -0.018 -0.10
C 0.723 -5.416 -4.553 -0.023 0.003 -0.009 -0.16
C 1.739 -5.189 -3.625 -0.043 0.056 0.021 -0.76
I 1.240 -4.245 -1.845 0.026 0.037 0.082 1.07
H 4.313 -6.496 -5.405 0.002 0.002 0.003 0.09
H 2.492 -6.894 -7.033 0.001 -0.002 -0.001 0.10
H 0.173 -6.180 -6.469 0.008 -0.005 -0.008 0.10
H -0.280 -5.095 -4.309 0.000 -0.005 -0.008 0.09


[5]
10
Properties=species:S:1:pos:R:3:forces:R:3:lowdin_charge:R:1 method="wB97M-V/def2-TZVPD" smiles="NNN[N+](=O)[O-]" de_lowest_ev=0.7185 molar_mass_g_mol=92.06
N -1.784 -0.268 -0.236 0.301 -2.195 -1.163 0.01
N -0.727 -0.089 0.564 1.645 0.449 2.493 -0.13
N 0.394 0.649 0.082 0.376 0.413 -0.639 0.06
N 1.627 -0.010 -0.020 -2.714 0.362 -1.052 -0.51
O 1.608 -1.177 -0.031 -0.183 -4.281 0.376 0.09
O 2.559 0.670 -0.214 2.748 2.587 -0.013 0.10
H -2.476 0.389 -0.370 -1.144 2.244 0.627 0.05
H -1.570 -0.663 -1.114 0.375 -0.680 -1.212 0.07
H -0.364 -1.010 0.841 -0.144 0.684 0.029 0.12
H 0.733 1.509 0.497 -1.262 0.416 0.554 0.14


no.,largest force on an atom (eV/Å)
1,9.07
2,2.98
3,0.71
4,0.45
5,4.30